13 unconnected molecules or ions with the total composition C4H36N3O12 at a distorted geometry. Source: the Open Molecules 2025 dataset; level of theory: wB97M-V/def2-TZVPD.

Element x y z (Å)
C -0.45 0.30 2.39
C 0.68 0.76 1.49
C 0.17 1.17 0.10
N -0.48 -0.41 -3.21
C -0.41 0.43 -2.22
N -0.40 0.11 -0.80
N -1.65 1.33 2.50
H -0.01 0.23 3.47
H -1.00 -0.55 2.00
H 1.22 1.63 1.93
H 1.46 -0.11 1.39
H -0.72 1.88 0.42
H 1.00 1.77 -0.34
H -0.35 -1.44 -2.99
H -0.46 1.45 -2.38
H -0.11 -0.90 -0.56
H -2.09 1.29 1.54
H -2.40 1.15 3.30
H -1.30 2.39 2.46
H -2.33 0.43 -0.40
H -2.96 1.81 -0.19
O -3.05 0.87 0.09
H -2.39 -2.27 -3.56
H -3.17 -2.95 -2.37
O -2.32 -2.73 -2.71
H -0.47 5.13 1.33
H 0.83 4.36 0.84
O -0.12 4.22 1.24
H 2.55 -2.82 1.03
H 2.67 -3.96 2.05
O 2.22 -3.11 1.89
H 4.63 -0.74 -1.22
H 3.45 -1.57 -1.72
O 3.73 -1.07 -0.94
H 0.39 -4.38 -1.56
H -0.97 -3.80 -1.75
O -0.21 -3.64 -1.24
H -1.56 3.89 0.38
H -2.76 4.10 -0.58
O -2.42 3.47 -0.02
H -2.18 -2.27 2.23
H -3.65 -2.05 2.32
O -2.91 -1.84 2.72
H 1.81 -1.63 -3.17
H 1.99 -2.72 -2.07
O 2.38 -2.30 -2.83
H 3.25 0.55 -0.06
H 3.64 1.72 -0.85
O 3.21 1.53 -0.06
H 2.35 3.28 1.04
H 2.26 3.63 -0.54
O 2.29 4.00 0.38
H -0.21 -2.88 1.56
H -0.63 -2.84 0.22
O -0.82 -2.39 1.08

## Properties
LUMO	-2.42	eV
charge	+1
HOMO level	-12.26	eV
energy above the lowest of the compared OMol25 structures with the same formula, charge and spin	346.1	kJ/mol
max |F|	7.3	eV/A
HOMO-LUMO gap	0.36156	Eh